Molecular formula: C36H39CdClP2
Method: DFT, the ωB97M-V functional and the def2-TZVPD basis

Summary:
- Relative energy (zero: lowest compared OMol25 entry of this formula, charge and spin): 1.504 eV
- E: -2705.4279 hartree
- Gap between HOMO and LUMO (spin up / spin down): 3.9662 / 3.4242 eV

Element x y z (Å)
H  -5.1001  -1.5620  -4.2570
H  -0.0407  -2.1856  0.0842
H  -0.3290  4.7910  5.2064
C  -0.9430  3.2435  -2.3743
H  0.3777  6.6967  -1.2242
H  -7.3848  2.0627  0.0466
C  -6.0497  3.7315  -0.1954
C  -2.4972  -1.7214  -2.0465
C  -0.4769  4.8191  -0.5979
H  -4.1923  5.0738  -2.8421
C  -1.7486  -2.1923  -4.3076
H  -5.9821  2.7439  -4.8009
C  -0.8016  3.5139  -0.9926
H  -4.1031  4.6790  -0.4634
H  -0.9436  -2.4186  -5.0067
C  -2.8193  -2.6471  2.0964
H  -4.1217  -5.6904  2.9389
H  -5.7025  3.4064  0.8065
H  -3.2071  2.2410  0.4178
C  -5.9688  1.6309  -3.0015
C  -6.9242  2.5844  -0.8075
C  -3.5519  -3.8426  0.1195
H  1.5721  3.5294  4.1802
H  -2.8340  3.7599  1.8416
H  -6.7113  4.5961  -0.0182
C  -1.8641  3.7058  2.3418
H  -6.0899  0.5618  -1.1183
C  -4.9593  4.4126  -2.4120
C  -3.8050  -1.5407  -2.5344
C  -0.1311  5.4797  -2.9215
P  -2.1859  -1.4080  -0.2881
H  -3.6908  -3.8945  -0.9607
C  -3.9947  -4.8883  0.9323
H  -0.3449  -0.6272  0.9452
H  -4.4712  -5.7532  0.4772
C  -3.2465  -3.7087  2.8925
Cd  -4.1661  2.4687  -2.2890
H  -4.6130  -1.2695  -1.8454
C  -2.9663  0.1400  0.2066
C  -3.0490  -2.0203  -4.7862
H  -1.1365  2.2050  -2.6919
C  1.3010  1.1868  -1.7194
C  -1.6921  4.3408  3.5814
C  -0.7788  3.0160  1.7715
H  0.0321  -0.6071  -0.7929
H  -6.1774  4.9226  -4.0843
H  1.2685  2.3781  1.9958
C  -0.0441  5.7489  -1.5489
H  1.2733  2.2299  -2.0177
C  -6.4920  2.8100  -3.8308
C  -3.8185  -4.8466  2.3167
H  -3.2677  -2.1384  -5.8485
C  -0.7474  4.2863  -3.3202
H  0.8979  0.3553  -2.2921
H  0.3035  6.1639  -3.6645
C  -4.0783  -1.6962  -3.8959
C  -6.1547  1.5487  -1.6083
C  -0.4584  -1.1798  0.0047
H  -1.0447  4.1737  -4.3711
C  -4.8732  4.1583  -1.0333
C  0.4483  2.9399  2.4524
H  -5.8477  0.6893  -3.5589
H  -2.3965  -1.7520  2.5554
H  -7.5758  2.6939  -4.0185
C  0.6068  3.5836  3.6797
H  -3.1238  -3.6551  3.9708
H  -0.5580  5.1118  0.4426
H  -7.1151  4.5260  -2.6336
C  -2.4592  1.4031  0.2927
H  -7.7523  3.0310  -1.3825
Cl  2.5542  0.7870  -0.6831
H  -0.4558  -2.2326  -2.5711
C  -2.9212  -2.7260  0.6949
H  -2.5278  4.8854  4.0267
H  -4.0523  0.0206  0.3911
P  -0.7653  2.0640  0.2066
C  -6.2357  4.2350  -3.2269
C  -0.4632  4.2869  4.2480
C  -1.4686  -2.0667  -2.9444

Cartesian forces (eV/Å) of the 3 atoms listed first:
H 0.3 0.0 0.1
H 0.4 0.1 0.1
H -0.1 -0.1 -0.3

***

Molecular formula: C26H32N4OSeSnTe
Method: DFT, the ωB97M-V functional and the def2-TZVPD basis

Summary:
- E: -4187.3344 hartree
- Gap between HOMO and LUMO (spin up / spin down): 5.0324 / 5.4844 eV
- Net charge: +2

Element x y z (Å)
H  1.6098  3.1295  -4.0243
C  0.0159  0.0961  4.7502
C  0.4532  4.4042  -5.3055
H  -2.6297  3.4226  -3.3002
C  4.8311  -2.0039  0.8678
C  -2.1078  -2.5951  -0.4768
H  -4.7783  -1.2706  0.7765
H  -1.9453  6.6435  2.9739
H  1.2852  4.7249  -5.9169
C  -1.7330  3.6788  -3.8426
C  -1.7946  4.5625  -4.9156
H  2.9743  0.0147  -2.2063
C  -3.7883  -4.8237  -0.4035
H  -3.1896  -0.5115  0.5225
H  -0.0159  -3.9011  -2.1682
H  -2.7057  -4.8547  -2.2760
Te  3.4494  -0.3926  0.4404
H  1.0102  0.3399  4.4045
C  -2.5587  -0.5040  5.6008
C  -1.4633  -1.0379  6.2616
N  -0.7310  4.8797  -5.6104
C  -1.6204  4.8750  4.1334
C  -0.8875  1.4339  2.8409
C  -3.9617  -1.1304  0.0694
H  -1.6503  5.4918  0.8081
H  -1.2697  2.9753  5.0419
H  -4.3495  -0.6260  -0.8188
C  -2.3823  0.3223  4.5022
C  -1.7327  5.5862  2.9493
C  -1.2068  2.8583  2.8849
H  4.7779  -2.7582  0.0896
N  -3.4191  -2.4237  -0.2765
C  -1.5731  4.9396  1.7321
C  0.6292  3.5187  -4.2490
H  -1.1985  3.0711  0.7436
H  -3.5789  -4.9781  0.6550
H  3.9538  -1.4498  -2.0159
C  -4.3938  -3.4477  -0.6147
C  -1.3123  3.5845  1.6956
H  -4.7098  -3.3210  -1.6565
C  -2.4989  -4.8991  -1.2004
H  -4.4795  -5.5953  -0.7325
H  4.5735  -2.4399  1.8255
H  -2.7310  5.0058  -5.2250
H  -5.2698  -3.3133  0.0219
H  -3.2321  0.7332  3.9774
C  -1.3647  3.5147  4.1088
Sn  0.1982  0.0677  -0.0994
H  5.8364  -1.5967  0.9210
H  -1.9759  -5.8348  -0.9954
C  -0.4905  3.1494  -3.5143
C  -0.1784  -0.7149  5.8563
H  0.0642  -4.9876  -0.7673
O  -1.3070  -1.6185  -0.3168
C  -1.0887  0.6207  4.0955
C  -0.2225  -3.9903  -1.0982
C  3.8168  -0.4270  -1.6824
N  -0.4628  0.7105  1.9157
H  -3.5584  -0.7300  5.9383
H  -1.7328  5.3779  5.0802
H  -1.6123  -1.7280  7.0782
H  0.3679  -3.2528  -0.5550
N  -1.6277  -3.7962  -0.8302
Se  -0.3159  1.9882  -1.9499
H  4.7085  0.1478  -1.9056
H  0.6766  -1.1027  6.3877

Cartesian forces (eV/Å) of the 3 atoms listed first:
H 0.1 0.0 0.1
C 0.0 0.0 0.1
C 0.3 -0.5 0.5

***

Molecular formula: C26H21AsCl5N3O2SV
Method: DFT, the ωB97M-V functional and the def2-TZVPD basis

Summary:
- Relative energy (zero: lowest compared OMol25 entry of this formula, charge and spin): 2.054 eV
- 2S+1: 4
- <S²>: 3.78
- E: -7197.1517 hartree
- Gap between HOMO and LUMO (spin up / spin down): 5.4462 / 6.0359 eV

Element x y z (Å)
C  -2.0292  -1.3808  -0.6613
H  -0.4681  -2.8145  -2.1036
C  0.3374  -3.5221  -2.2840
N  -1.1951  2.0583  0.4130
H  1.2838  -0.7021  -4.0265
H  0.4530  -4.1606  -1.4108
C  3.4946  1.6790  1.5976
H  1.1843  -2.2515  -4.9143
H  -3.3080  -1.2331  -3.7889
H  4.4393  1.2706  1.9302
C  -1.7851  4.7024  -0.2595
H  -3.7804  3.9676  -0.5321
C  1.0759  2.5892  0.7854
C  1.8521  4.8822  0.5495
C  -1.5214  -0.5355  4.8664
C  -0.4761  4.3564  0.0969
Cl  -0.7895  -4.3486  2.5737
C  -2.4267  2.4225  0.0754
H  -2.1458  -1.9024  0.2804
O  -0.8343  0.6254  2.8776
C  -2.6587  -1.0260  -2.9490
C  -1.5836  -2.9432  4.7960
H  2.7644  -1.4741  -4.6269
C  1.7726  -1.6536  -4.2179
N  -1.0259  -0.4765  -0.7430
C  0.6258  5.2869  0.1682
Cl  -4.1387  -2.7971  -1.5347
H  -2.0227  5.7281  -0.5174
As  1.9841  -2.5735  -2.5414
H  4.2043  3.6918  1.4047
C  3.2301  -3.9751  -2.9553
Cl  -1.8290  0.9730  5.6606
C  -0.8030  0.1046  -1.9448
V  -0.4635  0.2431  1.0127
H  0.0413  0.7798  -1.9890
H  3.2198  -4.6992  -2.1441
H  -1.3704  0.3546  -3.9821
C  -1.0316  -0.4950  3.5799
H  2.9403  -4.4567  -3.8895
C  -1.5898  -0.1445  -3.0470
C  3.3635  3.0158  1.3049
H  0.4446  6.3259  -0.0804
H  0.1255  -4.1210  -3.1703
C  -1.0587  -2.8993  3.4929
N  1.2086  1.2563  1.0506
H  -3.1795  1.6434  0.0875
C  -1.7956  -1.7652  5.4870
C  -2.7587  3.7324  -0.2687
C  2.4052  0.8240  1.4602
C  -0.7331  -1.6990  2.9018
Cl  -1.9609  -4.4721  5.5164
C  -2.8617  -1.6497  -1.7325
H  2.6661  5.5952  0.6144
C  2.1179  3.5028  0.8842
O  -0.2044  -1.5489  1.6765
H  4.2230  -3.5425  -3.0440
Cl  -2.4215  -1.7893  7.1014
S  2.5513  -1.3466  -0.9753
H  2.4779  -0.2343  1.6722
C  -0.2361  3.0225  0.4159

Cartesian forces (eV/Å) of the 3 atoms listed first:
C 0.2 0.1 -0.1
H 0.0 0.0 0.0
C -0.1 -0.1 0.0

***

Molecular formula: C29H35Cl3N4O2P2Sn
Method: DFT, the ωB97M-V functional and the def2-TZVPD basis

Summary:
- Relative energy (zero: lowest compared OMol25 entry of this formula, charge and spin): 0.000 eV
- E: -3772.3930 hartree
- Gap between HOMO and LUMO (spin up / spin down): 2.0946 / 2.9958 eV
- Net charge: +2

Element x y z (Å)
H  1.9338  -3.9729  -7.8751
H  -6.3341  -0.8380  -10.1065
H  4.8228  1.8802  -6.7583
C  3.5065  0.3367  -9.3780
C  1.4718  0.3544  -2.2477
C  -2.2564  2.0269  -8.7081
C  -1.5291  1.2776  -1.8492
C  -1.5157  0.4539  3.8483
H  0.5575  0.8227  -9.5042
H  0.7925  0.2381  -4.2634
H  -5.9337  -3.2188  -8.8493
C  2.2130  -3.7314  -8.8948
C  -0.8784  1.0652  -3.1761
C  -1.0762  -0.6168  -9.7514
H  0.0220  -0.9076  -3.1615
O  -1.5028  -1.4863  2.3973
C  0.4137  -0.2463  -9.7202
N  2.7537  -0.1713  -8.3167
C  2.7229  -4.5147  -9.9220
C  1.0577  2.8129  -1.7910
C  4.4524  1.2105  -8.8729
H  0.8565  -0.4545  -10.6997
H  2.3985  -1.4966  -11.2929
H  -4.1311  0.6740  -9.6083
N  -2.0140  1.0098  -7.7835
H  -1.6369  0.5467  -3.7818
H  -0.5052  4.1660  -1.1150
Sn  -0.7407  -2.3420  0.6079
C  3.2037  0.4366  -7.1325
C  -1.2648  2.1900  -0.9109
H  -1.8960  2.2340  -0.0122
O  -0.6924  0.4307  1.5051
C  -5.2565  -2.3802  -8.8606
C  -5.4697  -1.1209  -9.5262
P  1.3031  -1.1573  -8.3732
N  2.0443  -2.4202  -9.3640
H  -0.6542  2.0044  -3.6956
H  -2.4317  1.8046  -9.7503
C  1.6868  1.4704  -1.5395
C  2.8751  -3.6680  -11.0737
H  -1.2406  -1.6188  -10.1810
H  -1.5674  0.9852  -5.6844
H  -2.3319  0.5568  -1.6296
N  -3.4740  -1.0348  -8.4546
C  -4.0237  -2.3131  -8.2305
P  -1.7975  -0.7227  -8.0386
H  1.4442  -0.9943  0.2774
H  3.2254  -3.9607  -12.0544
H  2.1399  -0.5114  -2.1097
H  1.3799  -1.0990  2.0773
C  1.3068  -1.6658  1.1421
C  0.3691  0.1385  -3.2429
C  -1.2290  -0.2058  2.4192
Cl  -1.5699  2.2211  3.7576
C  -0.1255  3.1566  -0.8717
H  -1.8117  3.7211  -5.8875
C  -1.7990  1.6102  -6.5352
C  -4.3570  -0.3290  -9.2819
C  2.4516  -2.3971  -10.6991
C  4.2599  1.2800  -7.4515
H  0.7395  2.9437  -2.8294
Cl  -3.0675  -0.1378  4.5064
H  5.1945  1.7430  -9.4477
H  0.2397  3.2144  0.1677
Cl  -0.1361  -0.0294  4.8915
H  2.0249  -2.4943  1.1046
H  -2.3560  4.2177  -8.5140
H  3.3100  0.0347  -10.3968
H  2.7279  0.1871  -6.1929
C  -1.9282  2.9895  -6.6736
C  -2.2157  3.2521  -8.0550
H  -3.4761  -3.0241  -7.6263
H  2.4987  1.4801  -0.7965
H  1.8322  3.5605  -1.5581
H  2.9425  -5.5742  -9.8732
H  -1.6284  0.0997  -10.3710

Cartesian forces (eV/Å) of the 3 atoms listed first:
H 0.1 0.0 -0.2
H 0.1 0.0 0.0
H 0.0 0.0 0.0

***

Repeat the second record exactly.
Molecular formula: C26H32N4OSeSnTe
Method: DFT, the ωB97M-V functional and the def2-TZVPD basis

Summary:
- E: -4187.3344 hartree
- Gap between HOMO and LUMO (spin up / spin down): 5.0324 / 5.4844 eV
- Net charge: +2

Element x y z (Å)
H  1.6098  3.1295  -4.0243
C  0.0159  0.0961  4.7502
C  0.4532  4.4042  -5.3055
H  -2.6297  3.4226  -3.3002
C  4.8311  -2.0039  0.8678
C  -2.1078  -2.5951  -0.4768
H  -4.7783  -1.2706  0.7765
H  -1.9453  6.6435  2.9739
H  1.2852  4.7249  -5.9169
C  -1.7330  3.6788  -3.8426
C  -1.7946  4.5625  -4.9156
H  2.9743  0.0147  -2.2063
C  -3.7883  -4.8237  -0.4035
H  -3.1896  -0.5115  0.5225
H  -0.0159  -3.9011  -2.1682
H  -2.7057  -4.8547  -2.2760
Te  3.4494  -0.3926  0.4404
H  1.0102  0.3399  4.4045
C  -2.5587  -0.5040  5.6008
C  -1.4633  -1.0379  6.2616
N  -0.7310  4.8797  -5.6104
C  -1.6204  4.8750  4.1334
C  -0.8875  1.4339  2.8409
C  -3.9617  -1.1304  0.0694
H  -1.6503  5.4918  0.8081
H  -1.2697  2.9753  5.0419
H  -4.3495  -0.6260  -0.8188
C  -2.3823  0.3223  4.5022
C  -1.7327  5.5862  2.9493
C  -1.2068  2.8583  2.8849
H  4.7779  -2.7582  0.0896
N  -3.4191  -2.4237  -0.2765
C  -1.5731  4.9396  1.7321
C  0.6292  3.5187  -4.2490
H  -1.1985  3.0711  0.7436
H  -3.5789  -4.9781  0.6550
H  3.9538  -1.4498  -2.0159
C  -4.3938  -3.4477  -0.6147
C  -1.3123  3.5845  1.6956
H  -4.7098  -3.3210  -1.6565
C  -2.4989  -4.8991  -1.2004
H  -4.4795  -5.5953  -0.7325
H  4.5735  -2.4399  1.8255
H  -2.7310  5.0058  -5.2250
H  -5.2698  -3.3133  0.0219
H  -3.2321  0.7332  3.9774
C  -1.3647  3.5147  4.1088
Sn  0.1982  0.0677  -0.0994
H  5.8364  -1.5967  0.9210
H  -1.9759  -5.8348  -0.9954
C  -0.4905  3.1494  -3.5143
C  -0.1784  -0.7149  5.8563
H  0.0642  -4.9876  -0.7673
O  -1.3070  -1.6185  -0.3168
C  -1.0887  0.6207  4.0955
C  -0.2225  -3.9903  -1.0982
C  3.8168  -0.4270  -1.6824
N  -0.4628  0.7105  1.9157
H  -3.5584  -0.7300  5.9383
H  -1.7328  5.3779  5.0802
H  -1.6123  -1.7280  7.0782
H  0.3679  -3.2528  -0.5550
N  -1.6277  -3.7962  -0.8302
Se  -0.3159  1.9882  -1.9499
H  4.7085  0.1478  -1.9056
H  0.6766  -1.1027  6.3877

Cartesian forces (eV/Å) of the 3 atoms listed first:
H 0.1 0.0 0.1
C 0.0 0.0 0.1
C 0.3 -0.5 0.5